(1)
DFT (the ωB97M-V functional and the def2-TZVPD basis) results for a cluster of 15 separate species, H30O15 in total in a non-equilibrium geometry.

Positions of all 45 atoms, in Å:
O -3.92657 -1.80763 -1.24965
H -3.09215 -1.56890 -1.68773
H -3.55412 -2.36663 -0.54567
O 1.44842 0.58229 1.53971
H 1.47597 1.56108 1.58699
H 0.73440 0.53315 0.89565
O -1.21491 -1.21745 -1.76332
H -1.19861 -1.21180 -2.72060
H -1.04457 -0.31071 -1.43875
O 1.29807 2.73551 -2.09891
H 1.02102 2.47087 -2.98721
H 0.65371 2.22368 -1.64037
O 2.41390 3.17477 1.55695
H 2.96520 3.97376 1.57328
H 2.74637 2.94663 0.69042
O -1.25875 0.92031 -0.04465
H -1.94668 1.57980 0.03658
H -1.06230 0.61814 0.84730
O -2.19548 -1.42529 2.92066
H -2.30523 -1.90607 2.08914
H -3.01278 -1.00496 3.19210
O 0.54949 -3.43769 0.43880
H 1.41310 -3.08118 0.73902
H 0.21015 -3.72026 1.29432
O 0.43328 -1.25370 -4.38709
H 0.90783 -0.45150 -4.20029
H 0.62113 -2.08306 -3.95183
O -0.44452 0.06686 3.51417
H -1.12640 -0.59592 3.27493
H 0.24643 -0.55726 3.23729
O -0.90276 2.26999 2.45427
H -0.70426 1.69935 3.21104
H -0.54197 3.15576 2.51899
O -0.82179 1.17191 -3.13743
H -1.76345 1.20957 -3.33967
H -0.45007 0.57829 -3.80520
O -1.97710 -3.22730 0.57246
H -1.67186 -3.48167 -0.31247
H -1.05051 -3.16954 0.89344
O 2.72216 -1.95995 1.34428
H 3.07669 -1.25443 0.80597
H 2.72558 -1.86034 2.29401
O 3.44358 3.34663 -1.17583
H 2.53087 3.60413 -1.38549
H 3.62950 2.53076 -1.64960

* relative energy (zero: lowest compared OMol25 entry of this formula, charge and spin): 68.3 kcal/mol
* HOMO level: -10.400 eV
* charge: 0
* 2S+1: 1
* lowest unoccupied orbital energy: -0.00763 hartree



(2)
DFT (the ωB97M-V functional and the def2-TZVPD basis) results for a cluster of 15 separate species, H30O15 in total in a non-equilibrium geometry.

Positions of all 45 atoms, in Å:
O -2.97587 -3.20473 -0.68844
H -2.25187 -3.75173 -1.03044
H -2.66687 -2.27573 -0.75844
O 1.89613 2.30627 -1.67044
H 1.42113 1.65927 -2.18044
H 2.80713 1.98727 -1.46044
O -3.20987 -0.44673 -0.95844
H -3.99687 -0.60773 -1.47544
H -2.61087 -0.10273 -1.62144
O -1.90987 1.61927 2.55356
H -2.40887 1.53427 1.75656
H -1.62787 0.78027 2.83456
O -0.78187 -2.17473 1.02656
H -0.40487 -1.80073 1.81856
H -0.39587 -2.99273 0.70556
O -0.65287 -1.82473 -1.96044
H -0.71287 -2.57873 -1.40544
H -1.09487 -1.94773 -2.75244
O 1.76013 -0.84973 -1.30144
H 0.92013 -1.21373 -1.51744
H 1.97113 -0.64073 -2.19744
O 2.07113 0.82427 1.14856
H 2.81313 0.52827 1.63156
H 2.42313 1.62127 0.81556
O 4.26313 -0.40873 0.48056
H 4.47113 -1.14873 -0.05644
H 3.33613 -0.26473 0.29356
O -0.48187 0.29927 0.27456
H -0.85487 -0.55673 0.40556
H 0.49013 0.31727 0.28756
O 1.13613 1.30327 3.65856
H 1.37613 1.48727 2.76756
H 1.98013 1.25727 4.04556
O -0.24787 3.29327 0.17156
H -0.78987 2.47727 0.31056
H 0.61913 2.99527 -0.07044
O -3.06187 2.19627 -0.08744
H -3.13187 1.35227 -0.53544
H -3.81287 2.17527 0.57256
O -0.92487 1.09027 -2.37144
H -1.02787 2.03327 -2.57444
H -0.80587 0.98527 -1.42644
O 2.32813 -2.30973 1.25056
H 2.71313 -3.10473 0.89656
H 2.04513 -1.91673 0.39456

* relative energy (zero: lowest compared OMol25 entry of this formula, charge and spin): 58.8 kcal/mol
* HOMO level: -9.986 eV
* charge: 0
* 2S+1: 1
* lowest unoccupied orbital energy: -0.01879 hartree



(3)
DFT (the ωB97M-V functional and the def2-TZVPD basis) results for a cluster of 15 separate species, H30O15 in total in a non-equilibrium geometry.

Positions of all 45 atoms, in Å:
O -1.69238 -2.41572 -0.46939
H -2.24279 -1.67556 -0.80784
H -2.16639 -3.23652 -0.60889
O -1.15138 2.00708 -2.36047
H -0.24141 1.93493 -2.02486
H -1.17542 2.83457 -2.84879
O -3.03732 -1.37978 1.78007
H -3.85786 -1.57138 1.35027
H -2.36771 -1.75685 1.22299
O 0.23707 -0.68171 -2.82267
H 0.85310 -1.34809 -3.16989
H 0.14413 -0.69241 -1.89140
O 1.07875 -3.10224 -0.76566
H 1.56102 -2.99384 0.08385
H 0.25000 -2.66712 -0.74444
O 2.85984 3.43800 -0.16767
H 2.32027 2.87575 -0.73518
H 3.79836 3.08352 -0.12873
O 0.10638 -1.56468 2.00821
H 0.00247 -1.37274 2.93129
H -0.17980 -2.44506 2.08602
O -1.61266 0.90022 2.57974
H -1.87623 0.05875 2.28270
H -2.45620 1.14942 2.98000
O 2.48884 -2.81271 1.52255
H 2.00551 -2.02623 1.69792
H 3.36156 -2.52524 1.37666
O 0.01484 0.10088 -0.25595
H 0.05069 -0.50434 0.46704
H 0.38031 0.88400 0.10268
O 1.79769 1.78041 -1.90430
H 2.56267 2.11102 -2.34530
H 1.74091 0.86241 -2.15987
O -2.32236 1.75823 0.03543
H -1.55487 1.67085 -0.47885
H -2.05285 1.43906 0.93264
O 2.77748 0.34394 1.04215
H 2.83675 0.00846 0.10605
H 3.44582 -0.15529 1.53758
O 0.42638 2.51549 1.02065
H 0.83304 3.36292 0.98303
H 0.88840 2.02602 1.66374
O -3.17817 -0.35985 -1.56843
H -2.90608 -0.18531 -2.49107
H -2.75042 0.32674 -1.04358

* relative energy (zero: lowest compared OMol25 entry of this formula, charge and spin): 27.3 kcal/mol
* HOMO level: -10.106 eV
* charge: 0
* 2S+1: 1
* lowest unoccupied orbital energy: -0.00746 hartree



(4)
DFT (the ωB97M-V functional and the def2-TZVPD basis) results for a structure of composition H30O19S in a non-equilibrium geometry.

Positions of all 50 atoms, in Å:
S -0.02868 0.05884 -0.16190
O -0.91068 -1.08416 -0.24490
O 1.35732 -0.29116 -0.52390
O -0.44068 0.95984 -1.29090
O -0.14468 0.70484 1.03710
O -1.21668 -1.78716 -3.26690
H -0.97068 -2.20616 -2.32890
H -1.22068 -0.80316 -3.25390
O -0.50468 0.06484 4.59410
H -0.09168 0.47084 3.98410
H -0.20368 -0.90516 4.50110
O -2.07068 1.25884 2.02710
H -1.39368 1.30984 1.46210
H -1.92368 1.92684 2.80710
O -2.84568 1.86884 -1.45990
H -3.23368 1.43784 -0.72590
H -1.94068 1.52084 -1.44690
O 2.86732 0.00984 -2.60090
H 2.37432 0.02984 -1.85390
H 2.68932 -0.68816 -3.18790
O 1.21832 2.93984 0.79310
H 0.89332 3.47884 0.03810
H 0.53932 2.19284 0.71910
O 1.67932 -1.60716 2.60510
H 1.31532 -0.71916 2.68710
H 1.93232 -1.97216 1.76710
O 0.53932 3.49484 -1.92290
H 1.02932 3.14784 -2.69790
H 0.24632 2.67184 -1.76690
O 1.01932 1.24784 2.69010
H 0.70032 1.05684 1.84610
H 1.42332 2.04084 2.47710
O 2.29532 -2.23516 0.55010
H 2.05532 -3.08716 0.19710
H 1.99132 -1.43216 0.13810
O -3.31168 -1.50416 -0.89090
H -2.40568 -1.15916 -0.66890
H -3.43668 -1.19216 -1.73090
O -2.00968 -2.52316 2.52910
H -1.87368 -2.14016 1.57410
H -2.39668 -1.79216 3.08810
O -0.72068 1.62184 -3.91790
H -0.54168 1.25584 -3.03890
H -0.07368 1.02784 -4.35290
O 3.73732 0.35384 0.62710
H 3.01932 0.22984 0.01210
H 4.23732 0.51384 -0.01090
O -0.83968 -3.55916 -0.70990
H -0.76068 -2.60416 -0.42190
H -1.64868 -3.60416 -0.27390

* relative energy (zero: lowest compared OMol25 entry of this formula, charge and spin): 186.3 kcal/mol
* HOMO level: -3.805 eV
* charge: -2
* 2S+1: 1
* lowest unoccupied orbital energy: 0.17683 hartree